Record 1
112
Properties=species:S:1:pos:R:3:mulliken_spin:R:1 method="wB97M-V/def2-TZVPD" gap_ev="5.762 / 6.102" max_force_ev_per_a=0.8 total_charge=-2 spin_multiplicity=4 e_above_lowest_kj_mol=86.83 energy_ev=-274942.03520
V -0.6124 -0.9284 -0.4848 2.73
F -4.5696 2.9269 -3.0310 0.00
C -5.6629 2.1943 -2.7879 0.00
F -6.3824 2.8706 -1.8569 0.00
F -6.4086 2.2410 -3.9232 0.00
C -5.3752 0.7846 -2.3713 0.01
C -6.1113 -0.2412 -2.9384 0.00
C -5.8955 -1.5497 -2.5368 0.00
C -4.9339 -1.7755 -1.5634 0.00
N -4.2241 -0.8008 -1.0124 0.01
C -4.4222 0.4554 -1.3794 0.00
S -3.4564 1.6964 -0.5960 0.01
H -6.8468 -0.0103 -3.6976 0.00
H -6.4544 -2.3714 -2.9638 0.00
H -4.7056 -2.7688 -1.1899 0.00
O 0.9084 -1.7524 -1.5437 -0.02
N 0.5831 -2.4754 -2.5486 0.03
N -0.6741 -2.5488 -2.7327 0.01
O -1.5574 -1.9197 -1.9941 0.12
C -1.1594 -3.3779 -3.7910 -0.01
C -0.2919 -3.8724 -4.7595 0.00
C -0.7998 -4.6878 -5.7561 0.00
C -2.1516 -5.0079 -5.7860 0.00
C -2.9989 -4.5060 -4.8104 0.00
C -2.5108 -3.6847 -3.8057 0.00
H 0.7556 -3.6150 -4.7237 0.00
H -0.1315 -5.0740 -6.5161 0.00
H -2.5401 -5.6479 -6.5687 0.00
H -4.0510 -4.7592 -4.8160 0.00
H -3.1453 -3.2919 -3.0293 0.00
Se 2.7416 5.0668 -3.2565 0.00
P 1.7331 4.3229 -1.5527 0.00
C 0.3125 5.3269 -1.0107 0.00
C 0.0601 6.5728 -1.5668 0.00
C -1.0450 7.3037 -1.1514 0.00
C -1.8980 6.7873 -0.1875 0.00
C -1.6531 5.5352 0.3635 0.00
C -0.5520 4.8036 -0.0479 0.00
C 2.8782 4.3763 -0.1473 0.00
C 3.9620 3.5021 -0.1347 0.00
C 4.8981 3.5687 0.8843 0.00
C 4.7669 4.5195 1.8880 0.00
C 3.7020 5.4092 1.8652 0.00
C 2.7584 5.3387 0.8509 0.00
C 1.0076 2.6970 -1.6580 0.01
C 0.6930 1.6189 -0.8250 -0.06
N -0.1625 0.8621 -1.5505 0.00
N -0.3695 1.4142 -2.7273 0.02
N 0.3142 2.5310 -2.8095 0.00
P 1.0642 0.6344 0.6626 0.09
Se -2.2911 0.6218 0.9311 0.03
C 0.8273 1.5228 2.2304 -0.01
C 0.0857 0.8484 3.1993 -0.06
C -0.1214 1.4145 4.4479 0.00
C 0.4049 2.6660 4.7355 0.00
C 1.1564 3.3378 3.7802 0.00
C 1.3783 2.7609 2.5391 0.00
C 2.8799 0.4397 0.5778 -0.02
C 3.4553 0.0784 -0.6415 0.00
C 4.8128 -0.1827 -0.7224 0.00
C 5.6140 -0.1007 0.4110 0.00
C 5.0452 0.2397 1.6283 0.00
C 3.6847 0.5068 1.7114 0.00
H 0.7277 6.9474 -2.3337 0.00
H -1.2494 8.2694 -1.5977 0.00
H -2.7708 7.3502 0.1204 0.00
H -2.3341 5.1086 1.0885 0.00
H -0.3977 3.8061 0.3493 0.00
H 4.0690 2.7646 -0.9206 0.00
H 5.7232 2.8684 0.8958 0.00
H 5.4963 4.5664 2.6876 0.00
H 3.5981 6.1552 2.6438 0.00
H 1.9203 6.0237 0.8432 0.00
H -0.3444 -0.1222 2.9735 0.05
H -0.7089 0.8801 5.1839 0.00
H 0.2311 3.1174 5.7052 0.00
H 1.5790 4.3115 3.9980 0.00
H 1.9904 3.2743 1.8120 0.00
H 2.8317 -0.0065 -1.5232 0.00
H 5.2452 -0.4593 -1.6761 0.00
H 6.6755 -0.3072 0.3430 0.00
H 5.6596 0.3054 2.5191 0.00
H 3.2515 0.7759 2.6671 0.00
O -3.5254 -5.5623 -0.3038 0.00
C -2.9254 -4.6057 0.2213 0.00
O -3.3791 -3.5956 0.8023 0.01
C -1.3761 -4.6906 0.1922 0.02
P -0.6249 -3.1557 0.8382 0.02
C -0.9646 -3.1692 2.6406 -0.02
C -0.2357 -3.9272 3.5511 0.00
C -0.5011 -3.8471 4.9120 0.00
C -1.4969 -2.9996 5.3755 0.00
C -2.2376 -2.2492 4.4715 0.00
C -1.9816 -2.3387 3.1114 0.00
C 1.1597 -3.6056 0.8591 -0.04
C 1.6834 -4.6568 0.1121 0.00
C 3.0530 -4.8861 0.0612 0.00
C 3.9250 -4.0699 0.7609 0.00
C 3.4177 -3.0213 1.5176 0.00
C 2.0532 -2.7935 1.5606 0.05
H -1.0464 -4.8426 -0.8391 0.00
H -1.0493 -5.5568 0.7743 0.00
H 0.5533 -4.5819 3.2003 0.00
H 0.0765 -4.4440 5.6084 0.00
H -1.6967 -2.9266 6.4386 0.00
H -3.0259 -1.5926 4.8196 0.00
H -2.5765 -1.7788 2.4006 0.00
H 1.0247 -5.3032 -0.4516 0.00
H 3.4342 -5.7053 -0.5373 0.00
H 4.9941 -4.2406 0.7139 0.00
H 4.0871 -2.3623 2.0548 0.00
H 1.6702 -1.9673 2.1520 0.00


Record 2
105
Properties=species:S:1:pos:R:3:mulliken_charge:R:1 method="wB97M-V/def2-TZVPD" gap_ev="4.731 / 4.667" max_force_ev_per_a=4.2 total_charge=+1 e_above_lowest_kj_mol=440.14 energy_ev=-104933.25419
Ru -0.3233 -0.1040 0.9019 -0.57
C 8.6662 -0.7114 -0.6528 -1.56
C 7.1900 -0.4725 -0.5957 0.94
C 6.5966 0.5796 -1.2895 -0.87
C 5.2344 0.8068 -1.1982 -0.26
C 4.4534 -0.0129 -0.3977 0.08
C 5.0174 -1.0800 0.2763 -0.54
C 6.3781 -1.3020 0.1738 -0.88
S 2.7137 0.4660 -0.2198 0.71
O 1.8686 -0.7529 0.0044 -0.32
C 2.8894 1.1216 1.4547 1.00
C 2.8009 0.3046 2.5891 -0.36
C 2.8588 0.8889 3.8281 -1.14
C 2.9152 2.2944 3.9702 0.89
C 2.9350 2.9305 5.2321 -1.07
C 2.8865 4.2947 5.3305 -0.66
C 2.8072 5.0908 4.1766 -1.07
C 2.8322 4.5134 2.9396 -0.91
C 2.9087 3.1120 2.8074 0.85
C 2.9262 2.4899 1.5385 -0.22
C 2.9712 3.2561 0.2775 -1.04
C 4.2181 3.8088 -0.1237 0.91
C 5.3806 3.6342 0.6566 -0.75
C 6.5903 4.0877 0.2120 -1.03
C 6.6889 4.7566 -1.0176 -0.72
C 5.5761 4.9564 -1.7862 -0.96
C 4.3158 4.4779 -1.3721 1.08
C 3.1603 4.6021 -2.1751 -1.51
C 1.9798 4.0367 -1.7855 -1.12
C 1.8882 3.3564 -0.5621 1.36
S 0.3106 2.5050 -0.2171 0.98
O 0.4410 2.0480 1.1937 0.04
C -0.6559 4.0274 -0.1367 0.45
C -1.4623 4.3994 -1.1955 -0.29
C -2.1259 5.6140 -1.1436 -1.00
C -1.9929 6.4546 -0.0442 1.06
C -2.6563 7.7931 0.0054 -1.51
C -1.2098 6.0329 1.0282 -1.13
C -0.5427 4.8255 0.9865 -0.58
H 9.1011 -0.2935 -1.5567 0.39
H 8.8831 -1.7765 -0.6131 0.41
H 9.1532 -0.2420 0.2031 0.29
H 7.2054 1.2310 -1.9005 0.41
H 4.7843 1.6272 -1.7377 0.67
H 4.3948 -1.7246 0.8754 0.42
H 6.8229 -2.1259 0.7127 0.42
H 2.6837 -0.7654 2.4717 0.59
H 2.8344 0.2741 4.7166 0.39
H 3.0016 2.3206 6.1222 0.50
H 2.8953 4.7715 6.2987 0.43
H 2.7325 6.1627 4.2722 0.49
H 2.7877 5.1109 2.0410 0.61
H 5.3104 3.1162 1.6011 0.61
H 7.4785 3.9248 0.8030 0.49
H 7.6546 5.0988 -1.3576 0.43
H 5.6530 5.4701 -2.7324 0.48
H 3.2270 5.1287 -3.1138 0.44
H 1.1038 4.0973 -2.4114 0.60
H -1.5776 3.7520 -2.0525 0.57
H -2.7478 5.9134 -1.9736 0.35
H -3.3187 7.9372 -0.8436 0.39
H -1.8981 8.5769 -0.0031 0.31
H -3.2312 7.8966 0.9243 0.36
H -1.1162 6.6651 1.8984 0.47
H 0.0617 4.4877 1.8143 0.56
C -0.8544 -0.8180 5.5851 -0.72
C -0.5298 0.4255 5.0676 -0.70
C -0.4492 0.5941 3.6943 -0.48
C -0.6364 -0.4951 2.8568 1.38
C -0.9735 -1.7399 3.3637 -0.42
C -1.0957 -1.8881 4.7393 -0.48
H -0.9344 -0.9459 6.6535 0.40
H -0.3600 1.2659 5.7255 0.47
H -0.2534 1.5798 3.2864 0.36
H -1.1442 -2.5923 2.7139 0.32
H -1.3799 -2.8425 5.1548 0.44
C -4.7840 2.4166 0.5673 -0.82
N -4.3384 1.0647 0.3226 0.14
C -5.1854 0.0565 -0.0056 0.01
C -4.7387 -1.1852 -0.2822 -1.14
C -3.3108 -1.4462 -0.2281 0.70
O -2.8192 -2.5397 -0.5263 -0.64
N -2.5300 -0.4206 0.1791 0.21
C -2.9927 0.8066 0.4428 -0.04
O -2.2017 1.6978 0.7795 -0.51
H -5.8664 2.4630 0.4797 0.35
H -4.3199 3.0862 -0.1586 0.24
H -4.4707 2.7336 1.5627 0.26
H -6.2342 0.3213 -0.0357 0.35
H -5.4037 -1.9909 -0.5436 0.47
O -0.9714 -9.0355 -0.0285 -0.46
C 0.1366 -8.3213 0.2288 0.53
O 1.1804 -8.8514 0.4851 -0.52
C -0.0141 -6.8352 0.1633 0.60
C -1.2031 -6.1886 0.4971 -1.07
C -1.2961 -4.8154 0.4181 -0.21
C -0.2136 -4.0707 -0.0459 0.43
S -0.4043 -2.3827 -0.4399 0.42
C 0.9967 -4.7074 -0.3357 -0.54
C 1.0951 -6.0762 -0.2109 -0.91
H -1.7275 -8.4872 -0.2802 0.32
H -2.0625 -6.7474 0.8415 0.37
H -2.2177 -4.3104 0.6536 0.58
H 1.8453 -4.1259 -0.6616 0.51
H 2.0210 -6.5897 -0.4263 0.45


Record 3
113
Properties=species:S:1:pos:R:3:mulliken_charge:R:1 method="wB97M-V/def2-TZVPD" gap_ev="6.340 / 6.372" max_force_ev_per_a=0.7 e_above_lowest_kj_mol=8.67 energy_ev=-148855.09806
Fe -1.1667 -0.2776 -1.8871 0.65
N -1.5261 -0.0997 0.0420 0.13
S -1.2150 0.2465 1.3901 1.51
N 0.1078 1.2203 1.8033 0.13
S 1.5491 0.7184 1.8637 0.77
N 2.2426 -0.0688 0.7426 0.35
S 2.0403 0.3531 -0.8828 0.97
N 0.7773 0.2588 -1.5432 -0.23
C 2.7540 1.9994 -0.9331 0.21
C 1.8465 3.0113 -1.2040 -0.57
C 2.3069 4.3183 -1.2732 -0.74
C 3.6540 4.5930 -1.0910 -0.60
C 4.5542 3.5643 -0.8412 -0.85
C 4.1043 2.2561 -0.7599 -0.38
C 3.3713 -0.6536 -1.5320 0.32
C 3.5051 -0.5608 -2.9128 -0.52
C 4.4663 -1.3217 -3.5549 -0.75
C 5.2746 -2.1798 -2.8225 -0.49
C 5.1241 -2.2772 -1.4483 -0.81
C 4.1695 -1.5103 -0.7931 -0.05
C 1.8521 -0.3092 3.2949 0.89
C 1.4904 0.2229 4.5270 -1.23
C 1.7305 -0.5175 5.6703 -0.73
C 2.3143 -1.7757 5.5704 -0.72
C 2.6551 -2.2985 4.3334 -0.76
C 2.4267 -1.5614 3.1773 -0.14
C 2.4469 2.1979 2.3148 0.50
C 3.7975 2.0465 2.6035 -0.91
C 4.5187 3.1533 3.0135 -0.83
C 3.8906 4.3896 3.1178 -0.60
C 2.5447 4.5256 2.8160 -0.90
C 1.8038 3.4196 2.4154 0.07
C -2.4487 1.2105 2.2608 0.31
C -3.7313 1.0463 1.7560 -0.84
C -4.7823 1.7307 2.3491 -0.75
C -4.5442 2.5707 3.4253 -0.55
C -3.2538 2.7390 3.9117 -0.85
C -2.1967 2.0590 3.3279 0.00
C -0.9302 -1.1893 2.4273 0.11
C -1.2271 -1.2682 3.7787 -0.20
C -0.9590 -2.4501 4.4545 -0.74
C -0.4018 -3.5289 3.7795 -0.96
C -0.1157 -3.4365 2.4247 -0.59
C -0.3849 -2.2644 1.7345 -0.17
H 0.8069 2.7560 -1.3724 0.61
H 1.6118 5.1191 -1.4845 0.50
H 4.0096 5.6124 -1.1585 0.42
H 5.6052 3.7814 -0.7131 0.44
H 4.7963 1.4471 -0.5676 0.50
H 2.8442 0.0866 -3.4725 0.49
H 4.5752 -1.2553 -4.6284 0.43
H 6.0181 -2.7808 -3.3278 0.41
H 5.7469 -2.9550 -0.8816 0.45
H 4.0478 -1.5762 0.2754 0.28
H 1.0351 1.2022 4.5889 0.23
H 1.4587 -0.1171 6.6369 0.46
H 2.4971 -2.3539 6.4657 0.41
H 3.0939 -3.2833 4.2598 0.49
H 2.6641 -1.9540 2.2026 0.47
H 4.2719 1.0788 2.5101 0.41
H 5.5703 3.0544 3.2444 0.46
H 4.4587 5.2536 3.4343 0.42
H 2.0639 5.4905 2.8915 0.49
H 0.7570 3.4980 2.1681 0.54
H -3.8805 0.4104 0.8939 0.44
H -5.7841 1.6134 1.9611 0.44
H -5.3654 3.1050 3.8814 0.40
H -3.0705 3.4063 4.7420 0.46
H -1.1868 2.1917 3.6888 0.26
H -1.6618 -0.4293 4.3027 0.56
H -1.1924 -2.5304 5.5069 0.46
H -0.2004 -4.4492 4.3096 0.43
H 0.3097 -4.2842 1.9010 0.57
H -0.2054 -2.1793 0.6675 0.25
C -4.4852 5.5512 -3.4382 -0.77
O -3.9678 5.0149 -4.6382 -0.46
C -3.2673 3.8474 -4.5607 1.17
C -2.8359 3.3410 -5.8086 -1.03
C -2.1331 2.1747 -5.8192 -0.96
C -1.8161 1.4486 -4.6456 -0.02
C -1.0944 0.2057 -4.7530 1.09
C -0.6204 -0.2829 -6.1047 -1.93
O -0.8215 -0.5352 -3.7869 -0.22
C -2.2468 1.9665 -3.3800 0.12
O -2.0164 1.4397 -2.2402 -0.43
C -2.9853 3.1932 -3.3924 -0.65
H -5.0484 6.4379 -3.7202 0.24
H -3.6823 5.8318 -2.7505 0.31
H -5.1480 4.8379 -2.9414 0.31
H -3.0764 3.8810 -6.7101 0.44
H -1.8108 1.7849 -6.7734 0.40
H -0.0249 0.4737 -6.6148 0.43
H -1.4676 -0.5250 -6.7468 0.43
H -0.0255 -1.1791 -5.9507 0.32
H -3.3013 3.5603 -2.4292 0.36
O -2.7423 -1.8154 -1.9628 -0.70
C -1.8586 -2.6331 -1.6346 0.63
O -0.6454 -2.3507 -1.4972 -0.69
C -2.2856 -4.0495 -1.3029 0.07
C -1.3890 -4.9044 -0.6773 -0.54
C -1.8114 -6.1699 -0.3212 -0.28
C -3.0791 -6.6486 -0.5856 -0.46
C -3.9372 -5.7678 -1.2159 -0.34
C -3.5796 -4.4801 -1.5710 -0.26
N -5.3164 -6.2355 -1.5055 1.07
O -5.5997 -7.3680 -1.1681 -0.63
O -6.0643 -5.4577 -2.0589 -0.62
N -0.8673 -7.0567 0.4000 1.04
O 0.1387 -6.5432 0.8549 -0.61
O -1.1674 -8.2301 0.5045 -0.63
H -0.3830 -4.5645 -0.4766 0.80
H -3.3861 -7.6452 -0.3106 0.61
H -4.2817 -3.8077 -2.0395 0.73


Record 4
108
Properties=species:S:1:pos:R:3:mulliken_charge:R:1 method="wB97M-V/def2-TZVPD" gap_ev=6.808 max_force_ev_per_a=3.7 energy_ev=-112334.70256
K -1.6437 1.3757 -1.6449 1.20
O -1.8475 1.0177 5.5790 -0.73
C -2.5653 0.2173 4.9587 0.55
O -3.0236 -0.8859 5.3609 -0.78
C -2.7890 0.6498 3.5290 -0.10
C -3.9586 0.3144 2.7468 -0.97
C -3.9940 0.6846 1.4140 1.16
N -3.1596 1.6623 0.8349 -0.48
C -2.2686 2.1693 1.6946 0.96
C -1.9757 1.6236 3.0056 -0.78
C -1.4741 3.3387 1.3597 -0.18
C -1.1637 4.2962 2.4326 -0.96
C -0.3630 5.3586 2.1540 -0.66
C 0.2479 5.3769 0.8963 -0.45
C -0.0950 4.4547 -0.0668 -0.49
N -1.0084 3.4915 0.1023 0.51
C -4.9666 0.0529 0.5513 -0.29
C -6.1531 -0.4748 1.0442 -0.46
C -6.8773 -1.3784 0.2799 -0.63
C -6.4760 -1.6603 -1.0176 -0.79
C -5.2261 -1.1202 -1.3854 -0.27
N -4.6336 -0.1415 -0.7188 0.11
H -4.6634 -0.4422 3.1078 0.51
H -1.0509 1.9222 3.5430 0.52
H -1.5919 4.0359 3.3569 0.73
H -0.2330 6.1423 2.9036 0.44
H 1.0322 6.2054 0.5789 0.21
H 0.4365 4.3953 -1.0071 0.58
H -6.5074 -0.2280 2.0765 0.45
H -7.8197 -1.7374 0.6686 0.40
H -7.0660 -2.3604 -1.6655 0.34
H -4.8150 -1.2861 -2.3706 0.64
C 6.2252 5.7059 -1.0277 -1.34
C 5.2113 4.6198 -0.9916 0.72
C 3.8670 4.7690 -1.4206 -0.56
C 2.9898 3.7326 -1.5525 -0.70
C 3.3937 2.4567 -1.1419 -0.05
C 4.6244 2.2483 -0.6228 -0.27
C 5.5734 3.2803 -0.6246 -1.08
S 2.0524 1.2090 -1.0883 1.45
O 1.2303 1.3388 -2.3564 -0.77
C 3.0681 -0.2937 -1.2315 0.19
C 4.0290 -0.2663 -2.2280 -0.35
C 4.8396 -1.3566 -2.4951 -1.30
C 4.8372 -2.4739 -1.6169 0.81
C 5.9128 -3.3620 -1.6560 -1.14
C 5.8318 -4.5362 -0.9508 -0.60
C 4.8499 -4.6498 0.0351 -1.07
C 3.9319 -3.6371 0.2967 0.07
C 3.8792 -2.5216 -0.5039 0.53
C 2.9904 -1.3876 -0.3728 0.33
C 1.9489 -1.4427 0.7026 0.34
C 2.2605 -1.5054 2.1250 0.61
C 3.5506 -1.3399 2.6496 -0.73
C 3.8349 -1.2489 3.9716 -0.90
C 2.8118 -1.2969 4.9441 -0.78
C 1.4797 -1.3393 4.4996 -0.86
C 1.1877 -1.5290 3.0867 0.32
C -0.1344 -1.4754 2.6226 -0.83
C -0.4424 -1.5112 1.2978 -0.83
C 0.6032 -1.6462 0.4187 0.63
S 0.2284 -2.1716 -1.2390 0.52
O -0.7756 -1.1842 -1.8161 -0.42
C -0.6705 -3.6835 -1.0146 0.19
C -2.0320 -3.7529 -1.3897 -0.65
C -2.6574 -4.9942 -1.3319 -0.56
C -1.9448 -6.1551 -0.8519 0.95
C -2.6806 -7.4824 -0.8458 -1.25
C -0.5778 -6.0023 -0.4272 -1.07
C 0.0377 -4.7573 -0.6055 -0.07
H 5.7051 6.5815 -0.5414 0.34
H 6.4678 5.9480 -2.0826 0.30
H 7.1528 5.4187 -0.5310 0.34
H 3.6104 5.7795 -1.7723 0.38
H 2.0711 3.8620 -2.1204 0.78
H 4.9769 1.2838 -0.2647 0.41
H 6.4952 3.0287 -0.1227 0.29
H 4.1719 0.6791 -2.8419 0.41
H 5.5556 -1.3522 -3.3267 0.35
H 6.6458 -3.2223 -2.4215 0.42
H 6.5678 -5.3079 -1.0035 0.43
H 4.9391 -5.4736 0.7123 0.44
H 3.1411 -3.8292 1.0804 0.42
H 4.3446 -1.2295 1.9011 0.32
H 4.8883 -1.2977 4.2048 0.39
H 3.1155 -1.2412 5.9673 0.46
H 0.6059 -1.2756 5.1863 0.43
H -0.9355 -1.4557 3.4141 0.59
H -1.4741 -1.4333 0.9360 0.58
H -2.5721 -2.8601 -1.8331 0.25
H -3.6810 -5.1538 -1.6983 0.26
H -3.5920 -7.2784 -1.4341 0.32
H -3.0638 -7.7832 0.1415 0.28
H -2.1648 -8.3445 -1.2493 0.35
H -0.0505 -6.8033 0.0160 0.48
H 1.1149 -4.7353 -0.4550 0.43
C -4.8260 1.4199 -4.1835 -0.16
O -5.1186 2.8239 -4.0641 -0.45
C -4.1371 3.4541 -3.3553 0.65
O -3.0583 2.9153 -3.0109 -0.74
N -4.4490 4.7196 -3.0034 -0.03
N -3.5786 5.5601 -2.2725 -0.70
H -5.6919 1.0830 -4.8077 0.25
H -4.8440 0.8951 -3.2147 -0.12
H -3.8917 1.3050 -4.7526 0.27
H -5.3594 5.0964 -3.3048 0.26
H -2.7710 4.9569 -2.1024 0.26
H -3.9825 5.8383 -1.3391 0.29